{"formula": "C36H39BaBr2ClN2O8P2", "method": "ωB97M-V/def2-TZVPD", "gap_ev": [3.14, 4.73], "total_charge": -2, "homo_energy_ev": [0.66, -0.93], "e_above_lowest_kj_mol": 587.8, "elements": ["Ba", "Br", "C", "Br", "H", "H", "N", "C", "C", "C", "O", "O", "H", "H", "H", "H", "H", "H", "O", "P", "C", "P", "O", "C", "C", "C", "C", "C", "C", "C", "C", "C", "C", "C", "C", "C", "C", "C", "C", "C", "C", "C", "C", "C", "C", "C", "C", "H", "H", "H", "H", "H", "H", "H", "H", "H", "H", "H", "H", "H", "H", "H", "H", "H", "H", "H", "H", "H", "H", "N", "C", "C", "C", "C", "C", "C", "H", "H", "H", "H", "H", "H", "H", "O", "Cl", "O", "O", "O", "C", "H", "H"], "coordinates": [[-0.792, -0.391, 1.114], [-5.455, -2.350, 1.815], [-4.014, -1.872, 2.950], [-2.902, -3.398, 3.265], [-4.434, -1.537, 3.897], [-3.408, -1.114, 2.456], [0.016, 2.197, 1.858], [-0.712, 3.096, 2.726], [-1.494, 2.327, 3.786], [-2.486, 1.343, 3.125], [-3.668, 1.662, 3.007], [-1.991, 0.235, 2.764], [0.739, 1.719, 2.385], [0.468, 2.702, 1.104], [-1.417, 3.674, 2.117], [-0.042, 3.815, 3.239], [-2.049, 3.035, 4.404], [-0.815, 1.736, 4.403], [1.013, -0.846, 0.009], [1.318, -0.076, -1.204], [-0.157, 0.115, -2.272], [-1.464, 1.235, -1.626], [-1.767, 1.002, -0.213], [-2.880, 0.837, -2.664], [-4.068, 0.513, -1.998], [-5.218, 0.255, -2.706], [-5.212, 0.332, -4.098], [-4.039, 0.666, -4.766], [-2.882, 0.918, -4.064], [-1.007, 2.934, -1.947], [-1.278, 3.860, -0.932], [-1.019, 5.196, -1.108], [-0.510, 5.655, -2.327], [-0.274, 4.749, -3.353], [-0.518, 3.406, -3.177], [2.416, -1.020, -2.280], [3.291, -0.475, -3.229], [4.084, -1.300, -3.994], [4.023, -2.683, -3.835], [3.167, -3.232, -2.881], [2.385, -2.411, -2.105], [2.063, 1.520, -0.918], [2.244, 2.463, -1.940], [2.984, 3.596, -1.701], [3.591, 3.795, -0.466], [3.444, 2.838, 0.539], [2.690, 1.710, 0.318], [-0.612, -0.885, -2.320], [0.152, 0.400, -3.280], [-4.052, 0.453, -0.919], [-6.126, -0.012, -2.183], [-6.113, 0.127, -4.659], [-4.035, 0.725, -5.848], [-1.970, 1.166, -4.591], [-1.696, 3.489, -0.009], [-1.211, 5.901, -0.309], [-0.313, 6.708, -2.475], [0.110, 5.101, -4.303], [-0.343, 2.708, -3.985], [3.351, 0.599, -3.346], [4.761, -0.870, -4.723], [4.641, -3.322, -4.449], [3.117, -4.307, -2.757], [1.724, -2.821, -1.355], [1.759, 2.321, -2.894], [3.098, 4.328, -2.490], [4.172, 4.690, -0.291], [3.932, 2.981, 1.492], [2.565, 0.961, 1.086], [1.449, -3.721, 1.376], [1.559, -4.462, 2.535], [2.784, -4.595, 3.190], [2.893, -5.381, 4.316], [1.793, -6.061, 4.813], [0.577, -5.957, 4.151], [0.461, -5.176, 3.020], [0.507, -3.377, 1.220], [2.107, -2.955, 1.319], [3.638, -4.044, 2.826], [3.850, -5.444, 4.821], [1.879, -6.652, 5.716], [-0.291, -6.483, 4.525], [-0.495, -5.073, 2.527], [1.995, -1.814, 4.341], [1.000, -0.955, 3.796], [0.403, -0.208, 4.843], [0.027, -1.740, 3.116], [1.636, -0.056, 2.893], [-2.031, -2.560, 0.138], [-3.025, -2.603, -0.323], [-1.593, -3.550, -0.027]], "atomic_forces_ev_per_a": [[-0.527, -3.463, 2.006], [-0.846, -0.052, -0.516], [0.283, 0.088, 0.215], [0.165, -0.222, 0.420], [0.211, 0.010, -0.198], [-0.224, -0.113, 0.258], [0.507, 0.406, -0.110], [-0.181, 0.504, 0.434], [-0.217, -0.285, -0.318], [-0.163, 0.595, 0.908], [-0.466, 0.311, -0.099], [-2.372, 1.425, 3.792], [0.050, 0.024, 0.058], [-0.072, 0.095, 0.034], [0.090, -0.014, 0.085], [-0.189, -0.020, -0.135], [-0.011, -0.037, -0.006], [0.052, 0.104, 0.030], [4.864, -1.480, -1.756], [0.170, 0.586, -2.306], [0.057, -0.078, 0.428], [0.541, 2.326, -2.800], [-2.746, 2.676, -1.466], [-0.286, -0.223, -0.048], [0.485, 0.061, 0.149], [-0.342, 0.013, -0.509], [0.107, 0.014, 0.172], [-0.387, -0.069, -0.259], [0.368, -0.025, 0.547], [-0.430, -2.184, 0.552], [-0.078, 0.724, 0.626], [-0.317, -0.472, 0.645], [0.402, 0.746, -0.629], [0.067, -0.047, -0.175], [0.285, 0.090, -0.862], [0.617, -0.376, -0.243], [-0.592, 0.133, 0.567], [0.296, -0.426, -0.305], [-0.218, 0.186, 0.205], [0.510, -0.203, -0.564], [-0.404, 0.658, 0.202], [0.427, 0.032, -0.091], [-0.301, -0.522, 0.235], [0.270, 0.341, -0.059], [-0.125, -0.251, 0.073], [0.288, 0.571, -0.115], [-0.261, -0.366, -0.235], [0.102, -0.023, 0.012], [-0.032, 0.117, -0.001], [-0.036, -0.046, 0.092], [-0.028, -0.022, 0.050], [-0.073, -0.019, -0.040], [-0.001, 0.001, -0.006], [0.025, 0.037, -0.070], [-0.042, 0.017, 0.188], [-0.067, -0.034, 0.104], [0.023, 0.066, -0.030], [0.014, 0.014, -0.075], [0.077, -0.005, -0.235], [0.034, 0.043, -0.030], [-0.018, -0.020, 0.019], [0.052, -0.072, -0.027], [0.000, 0.004, 0.059], [-0.046, -0.131, 0.100], [-0.002, 0.084, -0.108], [-0.056, 0.075, 0.018], [0.047, 0.033, 0.036], [-0.013, 0.012, 0.126], [0.037, -0.062, 0.149], [-0.097, 0.293, -0.355], [0.075, -0.468, 0.075], [-0.083, 0.033, -0.112], [0.085, 0.000, 0.080], [-0.007, -0.208, 0.207], [0.100, -0.037, 0.074], [-0.013, 0.152, 0.007], [0.019, 0.014, -0.110], [-0.079, 0.059, 0.041], [0.094, 0.097, -0.043], [0.007, -0.022, 0.056], [-0.005, -0.042, 0.006], [-0.058, -0.005, 0.036], [-0.086, 0.031, -0.123], [0.802, -0.693, 0.275], [0.613, -0.943, 2.120], [-0.656, 0.606, 0.713], [-0.344, -1.001, 0.276], [0.646, 1.196, -1.618], [-0.036, -0.122, -0.552], [-0.342, -0.225, -0.127], [0.008, -0.575, -0.095]]}

=====

{"formula": "C29H31BCuF4O2P2", "method": "ωB97M-V/def2-TZVPD", "gap_ev": 4.60, "total_charge": -1, "homo_energy_ev": -2.46, "e_above_lowest_kj_mol": 144.8, "elements": ["Cu", "C", "C", "C", "C", "C", "C", "P", "C", "C", "C", "C", "C", "C", "C", "C", "C", "C", "C", "C", "H", "H", "H", "H", "H", "H", "H", "H", "H", "H", "H", "H", "H", "H", "C", "C", "O", "C", "C", "C", "C", "C", "C", "H", "H", "H", "H", "H", "H", "H", "H", "F", "B", "F", "F", "F", "C", "P", "C", "C", "O", "H", "H", "H", "H", "H", "H", "H", "H", "H"], "coordinates": [[0.399, -2.285, -0.348], [-2.885, 1.144, -5.187], [-2.549, 2.014, -4.152], [-1.888, 1.473, -3.037], [-1.690, 0.117, -2.897], [-2.098, -0.711, -3.905], [-2.659, -0.212, -5.048], [-1.170, -0.447, -1.189], [-1.935, 0.677, 0.041], [-3.287, 1.028, -0.087], [-3.801, 2.046, 0.681], [-2.996, 2.662, 1.644], [-1.663, 2.303, 1.832], [-1.106, 1.264, 1.056], [-2.204, -1.925, -1.163], [-3.552, -2.178, -1.400], [-3.994, -3.474, -1.178], [-3.069, -4.543, -1.000], [-1.735, -4.299, -0.702], [-1.318, -2.965, -0.757], [-3.411, 1.467, -6.109], [-2.839, 3.053, -4.255], [-1.441, 2.125, -2.324], [-2.014, -1.857, -3.836], [-2.936, -0.948, -5.784], [-3.922, 0.536, -0.835], [-4.859, 2.366, 0.537], [-3.369, 3.329, 2.392], [-1.067, 2.775, 2.617], [-0.095, 0.806, 1.139], [-4.127, -1.360, -1.724], [-5.065, -3.565, -1.231], [-3.415, -5.553, -1.251], [-1.047, -5.064, -0.304], [0.732, 1.032, 4.731], [1.708, 1.448, 3.686], [2.368, 0.775, 2.887], [1.852, 2.934, 3.577], [2.432, 3.521, 2.394], [2.570, 4.873, 2.215], [2.044, 5.695, 3.197], [1.577, 5.194, 4.382], [1.560, 3.847, 4.628], [0.790, -0.040, 5.028], [-0.309, 1.292, 4.430], [0.994, 1.617, 5.625], [2.817, 2.899, 1.514], [3.119, 5.295, 1.370], [1.947, 6.797, 2.958], [1.007, 5.931, 5.055], [1.288, 3.496, 5.668], [0.618, -2.699, 2.141], [1.099, -4.004, 1.809], [2.374, -4.256, 2.280], [0.226, -4.943, 2.204], [1.160, -3.954, 0.304], [2.643, -1.661, -3.018], [3.209, -1.816, -1.302], [3.923, -3.522, -1.194], [4.532, -0.607, -1.140], [2.196, -1.415, -0.267], [3.462, -1.829, -3.735], [2.380, -0.660, -3.332], [1.793, -2.348, -3.215], [4.897, -3.566, -1.657], [3.350, -4.242, -1.870], [3.970, -3.882, -0.161], [5.438, -0.988, -1.679], [4.727, -0.366, -0.101], [4.314, 0.352, -1.649]], "atomic_forces_ev_per_a": [[-0.237, 1.315, -0.368], [-0.953, 0.231, -0.789], [0.287, -0.700, -0.231], [-0.251, 1.060, -1.536], [-0.506, 0.949, 1.948], [0.277, -3.091, -0.074], [0.127, -0.102, -0.343], [0.534, -0.654, -0.850], [-0.067, 0.718, 0.287], [0.480, 0.110, -0.340], [-0.983, 0.661, 0.550], [0.523, -0.468, 0.133], [0.515, -1.209, -0.313], [-0.982, -0.542, -1.330], [1.046, -1.427, 0.542], [1.655, -0.577, 1.075], [0.397, 0.222, -0.895], [-0.867, 0.002, -0.297], [-0.765, 0.357, 0.228], [0.060, 0.595, -0.155], [0.409, 0.110, 0.769], [0.358, 0.102, 0.244], [-0.155, 0.555, 0.764], [-0.051, 1.938, 0.221], [-0.186, 0.190, -0.461], [0.389, 0.258, 0.306], [0.916, -0.295, 0.297], [-0.578, 0.670, -0.094], [-0.214, -0.069, -0.198], [-0.607, 0.837, 0.153], [-1.384, 0.633, -0.207], [-0.244, -0.869, -0.300], [-0.125, 0.127, 0.804], [-0.418, 0.255, -0.690], [-0.216, -1.167, 0.857], [1.385, -0.122, -2.076], [-1.435, 0.404, 1.836], [1.127, 2.154, -0.236], [0.317, -2.077, -0.970], [0.212, 0.153, 0.485], [-0.065, 2.303, -1.023], [-1.616, 2.222, 1.006], [-0.441, -2.073, 0.527], [-0.051, 0.689, -0.633], [0.745, -0.168, 0.141], [-0.374, -0.263, -0.189], [-0.829, 0.390, 1.732], [-0.489, -0.246, 0.082], [0.264, -1.317, 0.588], [1.352, -1.319, -0.644], [0.101, 0.406, -1.543], [0.472, -0.543, 0.240], [0.217, 1.710, -1.179], [0.319, 0.131, 0.043], [-0.900, -1.131, 0.289], [1.298, -2.326, 1.748], [0.186, -0.513, -0.791], [-0.454, 0.357, 0.385], [-0.986, -0.380, -1.050], [1.348, 0.164, -1.438], [0.367, -0.381, -0.465], [-0.012, -0.684, 0.341], [-0.580, 0.474, 0.665], [0.545, 0.394, 0.145], [0.604, 0.404, 0.080], [0.151, 0.971, 1.271], [-0.249, 0.096, -0.233], [-0.440, 0.274, 0.745], [0.110, -0.307, 0.168], [-0.387, -0.573, 0.249]]}